No. 1
The molecule C3H6N2O in a non-equilibrium geometry, computed with ωB97M-V/def2-TZVPD.

```
12
Properties=species:S:1:pos:R:3
C 1.60 -0.31 0.08
C -0.13 1.41 -0.14
C -1.91 -0.94 0.02
H 2.13 0.66 -0.24
H 2.16 -1.30 -0.49
H 1.86 -0.47 1.32
H 0.87 1.98 -0.32
H -2.42 -1.87 -0.08
H -2.51 -0.02 -0.01
N 0.21 0.07 -0.20
N -0.65 -1.06 -0.05
O -1.22 1.84 0.11
```

The HOMO-LUMO gap comes out at 0.3847 hartree. For the LUMO energy, the calculation gives 0.94 eV. The spin multiplicity is 1. For the HOMO energy, the calculation gives -9.53 eV.

No. 2
A cluster of 2 separate species, C3H6N2O in total in a non-equilibrium geometry, computed with ωB97M-V/def2-TZVPD.

```
12
Properties=species:S:1:pos:R:3
C 1.12 1.00 1.41
C 1.24 1.27 0.06
N 0.30 0.74 -0.72
C -0.61 0.38 0.23
N -0.11 0.31 1.50
H 1.93 0.96 2.13
H 2.18 1.66 -0.34
H -1.66 0.27 0.11
H -0.45 -0.41 2.15
H -0.70 -2.36 -2.58
H -1.66 -1.65 -1.55
O -1.59 -2.17 -2.38
```

The HOMO-LUMO gap comes out at 0.3520 hartree. For the LUMO energy, the calculation gives 0.72 eV. The spin multiplicity is 1. For the HOMO energy, the calculation gives -8.85 eV.

No. 3
The molecule C3H6N2O in a non-equilibrium geometry, computed with ωB97M-V/def2-TZVPD.

```
12
Properties=species:S:1:pos:R:3
C 1.59 -0.37 0.15
N 0.53 0.58 0.24
C -0.62 0.03 -0.18
N -0.69 -1.12 -0.77
C -1.87 0.72 0.26
O -1.87 1.84 0.71
H 2.38 -0.13 0.89
H 2.04 -0.41 -0.85
H 0.83 -1.34 0.08
H 0.49 1.36 0.89
H -0.02 -1.28 -1.52
H -2.78 0.12 0.09
```

The HOMO-LUMO gap comes out at 0.3443 hartree. For the LUMO energy, the calculation gives -0.02 eV. The spin multiplicity is 1. For the HOMO energy, the calculation gives -9.38 eV.

No. 4
A structure of composition C3H6N2O in a non-equilibrium geometry, computed with ωB97M-V/def2-TZVPD.

```
12
Properties=species:S:1:pos:R:3
N 0.57 0.71 1.26
C 0.72 -0.40 0.53
C -1.11 -0.51 -0.81
O -1.95 0.29 -0.34
C 1.65 -0.45 -0.57
N 2.40 -0.50 -1.45
H 1.04 1.50 0.79
H -0.70 1.20 1.18
H 0.51 -1.34 1.04
H -0.54 -0.25 -1.71
H -1.19 -1.58 -0.57
H -1.40 1.17 0.60
```

The HOMO-LUMO gap comes out at 0.3377 hartree. For the LUMO energy, the calculation gives -0.45 eV. The spin multiplicity is 1. For the HOMO energy, the calculation gives -9.64 eV.

No. 5
The molecule C3H6N2O in a non-equilibrium geometry, computed with ωB97M-V/def2-TZVPD.

```
12
Properties=species:S:1:pos:R:3
C 1.48 -0.54 0.26
N 0.53 0.20 -0.56
C -0.88 0.01 -0.35
N -1.37 -0.76 -1.24
C -1.61 0.77 0.72
O -1.07 1.66 1.33
H 0.98 -1.39 0.74
H 1.91 0.10 1.04
H 2.28 -0.94 -0.37
H 0.80 1.14 -0.79
H -0.37 -0.78 -1.66
H -2.68 0.52 0.88
```

The HOMO-LUMO gap comes out at 0.3405 hartree. For the LUMO energy, the calculation gives -0.18 eV. The spin multiplicity is 1. For the HOMO energy, the calculation gives -9.44 eV.

No. 6
The molecule C3H6N2O in a non-equilibrium geometry, computed with ωB97M-V/def2-TZVPD.

```
12
Properties=species:S:1:pos:R:3
C 0.36 -0.09 -0.61
C -0.87 0.92 0.39
N 0.78 -0.52 0.68
C 0.06 0.51 1.44
N -0.24 -1.02 -1.43
O 0.46 0.96 2.48
H 1.75 -0.68 0.92
H 1.04 0.57 -1.15
H 0.22 -1.22 -2.31
H -0.78 -1.73 -0.96
H -1.03 1.98 0.29
H -1.77 0.33 0.26
```

The HOMO-LUMO gap comes out at 0.3643 hartree. For the LUMO energy, the calculation gives 0.93 eV. The spin multiplicity is 1. For the HOMO energy, the calculation gives -8.99 eV.